No. 1
C7H17N3 | ωB97M-V/def2-TZVPD

Element x y z (Å)
C -0.43197 -2.12345 -1.02007
C 0.45435 -1.17833 -0.23703
N 1.06461 -1.75298 0.91279
C 1.27597 -0.27874 -0.96989
N 2.60766 -0.12173 -0.73191
H -1.24867 -2.46411 -0.37458
H -0.87181 -1.64678 -1.89983
H 0.11743 -3.01150 -1.34939
H 1.71035 -2.50311 0.69549
H 0.33615 -1.99736 1.58953
H 0.94396 0.07542 -1.94065
H 2.90042 -0.51129 0.15883
H 3.18553 0.31087 -1.43880
C -1.22639 0.07214 1.96769
C -0.86119 0.39391 0.66895
C -2.00930 0.60254 -0.30432
N 0.21709 1.36315 0.52738
C 0.15275 2.67330 -0.09463
H -2.20602 -0.33134 2.18703
H -0.51786 0.13627 2.78522
H -2.65572 -0.27788 -0.29940
H -1.66554 0.75932 -1.32940
H -2.61020 1.46954 -0.02413
H 0.88164 1.28499 1.29134
H -0.40284 3.37934 0.52767
H -0.31097 2.62462 -1.08073
H 1.17055 3.05318 -0.21716

Atoms 1-2, force components in eV/Å:
-0.4 0.6 0.2
1.9 0.3 -2.4

Properties
LUMO energy = 0.861 eV
Structure (SMILES) = C/C(N)=C/N.C=C(C)NC
Orbital gap = 0.2667 Eh
Charge = 0
Energy above the lowest of the compared OMol25 structures with the same formula, charge and spin = 93.4 kcal/mol
Highest occupied orbital energy = -0.235 Eh

***

No. 2
C14H28N3O4 | ωB97M-V/def2-TZVPD

Element x y z (Å)
C 3.63507 -4.64458 -1.16462
C 2.47179 -4.00164 -1.11525
N 1.31853 -4.37935 -1.94351
C 0.59373 -5.57746 -1.43805
C -0.92368 -5.41822 -1.65727
C -1.38158 -4.33876 -0.68655
N -0.37044 -3.24692 -0.73837
C 0.45363 -3.33441 -1.85338
N 0.42832 -2.37585 -2.78441
H 4.08135 -4.94492 -0.22595
H 4.20428 -4.84412 -2.06385
H 2.38542 -3.12116 -0.48103
H 0.88382 -6.46999 -1.98267
H 0.74143 -5.72156 -0.36851
H -1.18157 -5.20405 -2.69623
H -1.42728 -6.34480 -1.39637
H -1.33932 -4.77452 0.30837
H -2.39096 -3.97096 -0.85307
H 0.19387 -3.22437 0.10983
H 0.08557 -2.48433 -3.72772
H 0.80883 -1.46622 -2.53588
O 1.92852 -0.92130 -0.31912
C 1.12540 -0.16758 0.20741
O 1.54056 0.71879 1.08872
C 0.67985 1.73953 1.63764
C -0.11988 1.21495 2.81120
C -0.33612 -0.32116 -0.10101
H 0.05144 2.17195 0.86299
H 1.34227 2.53211 1.97870
H -0.78524 0.40224 2.51609
H -0.72270 2.01206 3.24506
H 0.54580 0.81901 3.57942
H -0.72333 -1.13651 0.50072
H -0.41923 -0.57606 -1.14998
H -0.94259 0.56842 0.05452
O -1.30607 3.28226 -0.32375
C -1.21997 4.43006 0.03942
O -0.39355 4.72876 1.05216
C -0.08918 6.07062 1.46433
C -1.13985 6.61959 2.40592
C -2.08117 5.50850 -0.56716
H 0.07246 6.71170 0.59739
H 0.86573 6.00465 1.98272
H -2.11739 6.68191 1.92767
H -0.86117 7.61548 2.74916
H -1.24839 5.96693 3.27242
H -3.06626 5.47349 -0.10376
H -2.18099 5.30821 -1.63128
H -1.67338 6.51094 -0.46915

Atoms 1-2, force components in eV/Å:
0.5 -0.2 -0.3
0.7 0.0 -0.2

Properties
LUMO energy = -4.757 eV
Orbital gap = 0.2781 Eh
Charge = +1
Highest occupied orbital energy = -0.453 Eh

***

No. 3
C5H4F6N3O6PdS2 | ωB97M-V/def2-TZVPD

Element x y z (Å)
Pd 1.62469 0.17341 -0.33892
N 2.76427 1.16029 0.97417
C 2.04745 2.42882 1.24423
C 1.49105 2.98022 -0.08215
O 1.29714 4.17928 -0.18379
O 1.27827 2.07809 -0.97477
H 2.94882 0.61927 1.81169
H 3.65274 1.33160 0.51376
H 2.68629 3.16112 1.73583
H 1.19500 2.19916 1.88385
N 2.78375 -2.53299 0.68946
C 2.35814 -1.53695 0.28708
F -3.66526 1.29442 -0.62535
C -3.56630 0.57299 0.48746
F -4.55784 -0.31770 0.50853
F -3.71294 1.38984 1.53678
S -1.92508 -0.25389 0.60792
O -0.96239 0.82278 0.54264
O -2.00652 -1.04892 1.79334
N -2.01689 -1.11385 -0.71643
S -0.94663 -1.43463 -1.79739
O 0.30111 -0.66949 -1.76018
O -1.51421 -1.55121 -3.10113
C -0.46959 -3.15891 -1.33672
F -1.49931 -3.97705 -1.57302
F -0.15076 -3.23635 -0.05337
F 0.56501 -3.55936 -2.07355

Atoms 1-2, force components in eV/Å:
0.2 -0.2 -0.2
0.1 -0.1 0.0

Properties
LUMO energy = 2.435 eV
Orbital gap = 0.3443 Eh
Charge = -1
Energy above the lowest of the compared OMol25 structures with the same formula, charge and spin = 0.0 kcal/mol
Highest occupied orbital energy = -0.255 Eh

***

No. 4
C24H70AsF6N6O8 | ωB97M-V/def2-TZVPD

Element x y z (Å)
As -1.36651 0.26027 -0.46920
F -0.96150 -1.45344 -0.29231
F -2.98948 -0.12165 -0.98059
F -1.68235 1.96203 -0.55691
F 0.26976 0.60791 0.08763
F -0.80507 0.18446 -2.11108
F -1.85919 0.21661 1.23570
O -5.42972 -0.73684 -0.05344
H -4.59875 -0.23851 -0.18321
H -5.39919 -1.42444 -0.72618
O 1.17506 -2.47783 -1.72823
H 0.36122 -2.01898 -1.46542
H 1.68390 -2.54993 -0.91430
C 4.25541 0.30760 0.70865
C 3.80321 -0.98398 1.36113
C 4.54419 -1.32591 2.66016
O 5.96111 -1.30196 2.57841
C 6.48113 -2.20202 1.63335
N 2.37142 -0.98676 1.63814
H 4.08093 1.16459 1.36345
H 3.65146 0.46786 -0.18781
H 5.31178 0.27844 0.44624
H 3.98990 -1.80708 0.65440
H 4.21359 -2.29043 3.06644
H 4.27899 -0.59036 3.42230
H 7.52083 -2.43693 1.86462
H 6.35207 -1.76028 0.63875
H 6.00796 -3.19478 1.59106
H 1.78281 -0.58174 0.92387
H 2.06858 -1.91563 1.89224
C -3.22282 -3.12493 2.12904
C -3.63314 -2.26001 3.32800
C -2.51284 -2.20734 4.36384
O -2.09998 -3.52491 4.64875
C -1.30600 -3.70429 5.78776
N -4.00122 -0.91431 2.93565
H -3.04804 -4.17169 2.37651
H -2.33787 -2.68691 1.65600
H -4.00432 -3.06286 1.36888
H -4.49130 -2.77189 3.77713
H -2.77695 -1.68151 5.28790
H -1.66533 -1.71232 3.86073
H -0.46050 -3.01807 5.87066
H -0.92092 -4.72289 5.84323
H -1.97908 -3.63700 6.65266
H -4.80757 -0.94244 2.32120
H -3.28994 -0.48362 2.34316
C -1.37888 5.10314 -1.56981
C -2.79655 4.92228 -0.98600
C -2.76455 5.10399 0.53252
O -3.93293 4.74513 1.23672
C -4.43259 3.46143 0.89119
N -3.66365 5.90251 -1.67960
H -1.37032 5.01176 -2.65299
H -0.71357 4.33615 -1.16290
H -1.05820 6.09863 -1.25551
H -3.25381 3.98642 -1.30781
H -2.57904 6.17090 0.67867
H -1.90418 4.53592 0.89454
H -5.24855 3.32256 1.60053
H -3.68582 2.70866 1.16409
H -4.79816 3.29067 -0.11974
H -3.81014 5.66822 -2.64912
H -3.27229 6.83645 -1.63118
C 1.28310 4.34719 3.54315
C 0.44291 3.99298 2.34382
C 1.12640 3.54583 1.06517
O 1.83863 4.61574 0.44216
C 2.60530 4.14709 -0.64701
N -0.52314 2.94040 2.75331
H 0.67655 4.76141 4.34818
H 2.10995 5.04228 3.37474
H 1.79151 3.47074 3.96502
H -0.18148 4.86334 2.11671
H 0.45143 3.13686 0.30528
H 1.87524 2.75690 1.24006
H 1.96945 3.73013 -1.43000
H 3.37790 3.44282 -0.31806
H 3.16214 5.00699 -1.02333
H 0.05437 2.16399 3.09043
H -0.82338 2.52205 1.87312
C -1.85032 -4.66074 -1.65976
C -2.79191 -5.27331 -2.70488
C -3.88898 -6.05798 -2.00399
O -4.52475 -6.86205 -2.98867
C -5.66151 -7.55781 -2.49783
N -3.37097 -4.13061 -3.44789
H -2.31613 -3.84226 -1.11078
H -0.99425 -4.18876 -2.15239
H -1.40510 -5.38896 -0.98151
H -2.25170 -5.97819 -3.34297
H -4.60631 -5.42104 -1.47996
H -3.40152 -6.73913 -1.29530
H -6.35836 -6.75780 -2.22274
H -5.37335 -8.21035 -1.66790
H -6.12507 -8.17847 -3.26185
H -2.54880 -3.60809 -3.73938
H -3.84149 -4.46491 -4.28242
C 6.83971 1.35178 -4.58142
C 5.60604 1.96751 -3.93172
C 4.54752 0.96032 -3.63027
O 3.37651 1.62415 -3.19050
C 2.28314 0.75738 -3.04654
N 6.08453 2.79556 -2.80990
H 6.71433 0.99163 -5.60678
H 7.14768 0.53040 -3.92549
H 7.64432 2.07165 -4.72597
H 5.27721 2.73504 -4.64354
H 4.76207 0.19877 -2.86545
H 4.31269 0.41492 -4.55808
H 1.35563 1.23378 -2.73442
H 2.43517 0.05434 -2.21476
H 2.10046 0.13615 -3.92687
H 5.27623 3.21327 -2.35002
H 6.45789 2.16899 -2.09337

Atoms 1-2, force components in eV/Å:
0.8 -0.6 1.1
-0.4 0.4 -0.2

Properties
LUMO energy = 2.282 eV
Orbital gap = 0.3214 Eh
Charge = -1
Energy above the lowest of the compared OMol25 structures with the same formula, charge and spin = 0.0 kcal/mol
Highest occupied orbital energy = -0.238 Eh

***

No. 5
C4H22N2O5S | ωB97M-V/def2-TZVPD

Element x y z (Å)
C -1.13678 2.62854 0.23612
C 0.16970 1.86634 0.53444
C 1.37248 2.13688 -0.43836
S 2.03072 3.85659 -0.10922
N -0.06943 0.34208 0.24126
C -0.15222 -0.48473 1.56115
N 0.38239 -1.80560 1.20673
H -1.72584 2.68961 1.12440
H -0.85025 3.64462 0.15667
H -1.82712 2.30489 -0.57246
H 0.49750 2.06383 1.54301
H 2.09384 1.29712 -0.33817
H 0.89907 2.13798 -1.51041
H 2.76563 3.54003 0.96729
H -0.96104 0.11048 -0.31499
H 0.61653 -0.17238 2.43952
H -1.17992 -0.72902 1.88198
H -0.08235 -2.33450 0.46823
H 1.27411 -1.69287 0.85104
O -2.45350 -0.11147 -1.96300
H -1.66634 -0.52279 -2.36775
H -2.79813 -0.72411 -1.28110
O -2.84341 -2.53096 0.38149
H -2.03430 -2.45509 -0.14408
H -2.59820 -2.98757 1.27903
O 0.67607 -0.49653 -2.86085
H 1.27110 -0.14241 -3.44479
H 0.72050 -0.22004 -1.87780
O 0.05478 -3.63359 2.88128
H 0.79974 -4.10134 2.63223
H 0.17305 -2.84521 2.59430
O 0.38180 -3.28798 -1.07410
H 0.71598 -2.98684 -1.93356
H 1.16917 -3.73298 -0.81969

Atoms 1-2, force components in eV/Å:
0.5 -0.1 0.3
-1.0 -2.5 -3.1

Properties
LUMO energy = 0.164 eV
Structure (SMILES) = C[C@H](CS)NCN.O.O.O.O.O
Orbital gap = 0.3424 Eh
Charge = 0
Energy above the lowest of the compared OMol25 structures with the same formula, charge and spin = 81.3 kcal/mol
Highest occupied orbital energy = -0.336 Eh

***

No. 6
C39H56N3O19 | ωB97M-V/def2-TZVPD

Element x y z (Å)
C -0.78335 -0.91039 1.89738
C -0.36135 -1.02839 0.39038
O 0.52665 -1.78539 0.13038
N -1.01735 0.01561 -0.51962
H -1.95335 -0.19339 -0.52662
H -1.08135 0.80361 0.00038
C -0.56335 0.07161 -1.91862
H -0.36635 -1.76739 2.57538
H -1.77735 -0.67439 1.89138
H -0.16635 -0.06639 2.54338
H -0.92935 -0.87739 -2.39762
H 0.52365 0.13561 -2.08662
H -0.99135 0.75561 -2.59462
N -4.37535 -0.25239 -1.22862
O -3.88235 -0.05639 -0.08362
O -3.59335 -0.70239 -2.01862
O -5.39235 0.32561 -1.63162
N -1.30835 3.40361 0.85038
O -1.14935 4.64661 1.06738
O -0.70735 2.90361 -0.09062
O -2.10135 2.72961 1.57238
C 2.32365 1.99361 -2.31462
C 1.42165 2.87161 -1.46162
C 2.10365 4.16161 -0.98562
O 0.36065 3.25161 -2.22162
H 2.82865 1.23961 -1.70562
H 2.91265 2.68661 -2.95362
H 1.59065 1.23161 -2.85062
H 0.95465 2.18461 -0.74462
H 1.40365 4.52261 -0.23762
H 2.43965 4.98361 -1.57162
H 3.02865 3.92961 -0.50262
H -0.31035 3.67961 -1.83662
C 0.62965 -4.09939 6.26038
C 1.03265 -3.91139 4.71338
C -0.00735 -4.57639 3.79738
O 0.98365 -2.54239 4.45838
H 1.65365 -4.35139 6.76438
H -0.21235 -4.65339 6.50838
H 0.26565 -3.10739 6.71638
H 1.99265 -4.33439 4.41338
H -0.15335 -5.52139 3.95738
H 0.72265 -4.61939 2.93038
H -0.90935 -4.10739 3.88938
H 1.67665 -2.09839 4.78138
C -2.26835 4.93061 -5.68362
C -2.55435 4.29361 -4.38762
C -1.30535 3.65461 -3.81362
O -3.26235 5.18161 -3.51262
H -1.54835 5.74461 -5.69862
H -3.01935 5.49861 -6.11962
H -1.76135 4.21561 -6.46562
H -3.23935 3.50561 -4.58162
H -0.82235 3.05561 -4.49662
H -1.44435 3.11561 -2.98962
H -0.67135 4.44361 -3.24262
H -2.61835 5.66661 -3.02562
C 1.13365 0.27561 -5.13662
C -0.01335 -0.36039 -5.97762
C 0.36665 -1.64739 -6.67262
O -1.12035 -0.61639 -5.15862
H 1.55165 -0.46739 -4.56062
H 0.74565 1.11361 -4.57362
H 1.89265 0.46061 -5.95862
H -0.41735 0.33061 -6.60462
H 1.03865 -1.63239 -7.46862
H -0.74835 -2.31539 -7.21662
H 0.68565 -2.40939 -5.87062
H -1.87235 -0.29739 -5.63662
C 4.11865 -1.32639 -0.94762
C 4.65565 -1.95139 0.35538
C 3.71465 -2.97739 1.08638
O 4.20765 -3.65439 2.08838
C 2.46665 -3.25239 0.56838
C 1.90965 -2.63739 -0.70362
C 2.73065 -1.65839 -1.38962
O 2.40965 -1.28339 -2.55862
H 4.72265 -0.66939 -1.48862
H 5.65965 -1.68139 0.65138
H 1.75765 -4.18739 1.12138
H 0.88165 -2.44039 -1.08262
C -2.23735 -4.29439 -3.20462
C -3.72835 -4.50239 -3.20762
C -4.58335 -4.44639 -2.10962
O -5.75735 -4.60239 -2.11962
C -3.88335 -4.32239 -0.79762
C -2.46435 -4.25239 -0.67262
C -1.61935 -3.94339 -1.78962
O -0.45035 -3.69039 -1.62462
H -1.61935 -4.18039 -4.00562
H -4.32935 -4.50739 -4.11562
H -4.53735 -4.25339 0.03938
H -2.01135 -3.75739 0.16738
C 0.93865 2.76361 2.48738
C 1.52165 3.60861 3.67138
C 2.40165 2.78561 4.55038
O 3.07265 3.30061 5.51638
C 2.44665 1.29961 4.40138
C 1.90465 0.54861 3.37738
C 1.04065 1.20961 2.37438
O 0.51965 0.59461 1.36638
H 0.19965 3.34261 1.62738
H 1.51965 4.62361 3.72638
H 3.08465 0.74561 4.98938
H 1.91965 -0.57639 3.26838
C 0.49065 -0.20839 6.57438
C 1.00565 1.10961 7.17338
C 0.73365 2.36261 6.33938
O 1.29365 3.36261 6.73338
C -0.28235 2.29561 5.23038
C -0.79335 0.94061 4.81038
C -0.45735 -0.28839 5.49038
O -0.99535 -1.37739 5.15238
H 0.72865 -1.05539 7.11438
H 1.70065 1.03161 8.06438
H -0.37335 3.09261 4.62538
H -1.64435 0.92961 4.30238

Atoms 1-2, force components in eV/Å:
2.1 -2.0 2.3
-0.4 1.1 3.7

Properties
LUMO energy = -1.495 eV
Orbital gap = 0.1655 Eh
Charge = -1
Energy above the lowest of the compared OMol25 structures with the same formula, charge and spin = 213.7 kcal/mol
Highest occupied orbital energy = -0.220 Eh